[1]
Formula: CH6NO
Source: OMol25
Level of theory: wB97M-V/def2-TZVPD

**Orbital gap (spin up / spin down)**: 0.342 / 0.375 hartree
**Total charge**: +1
**Spin multiplicity**: 1
**E_LUMO (spin up / spin down)**: -0.16492 / -0.17278 Ha
**Largest force on an atom**: 0.9 eV/Å
**Energy above the lowest of the compared OMol25 structures with the same formula, charge and spin**: 430.06 kJ/mol
**Electronic energy**: -171.263192 Ha

Each line ends with the natural charge from an NBO analysis.
Cartesian coordinates (Å):
C -0.345 -0.195 -0.290  0.255
N 0.873 0.557 0.049  -0.730
O -1.432 0.443 0.156  -0.643
H -0.339 -0.717 -1.236  0.203
H 0.024 -2.410 1.076  -0.004
H 1.666 -0.081 0.216  0.467
H 1.145 1.237 -0.687  0.450
H 0.663 1.093 0.910  0.467
H -2.255 0.074 -0.193  0.535

Forces on atoms 1 to 2 (eV/Å):
-0.5 -0.7 0.2
-0.2 0.4 0.0

[2]
Formula: C2H6Cl2NOP
Source: OMol25
Level of theory: wB97M-V/def2-TZVPD

**Orbital gap**: 0.361 hartree
**Spin multiplicity**: 1
**E_LUMO**: 0.00400 Ha
**Largest force on an atom**: 5.1 eV/Å
**Energy above the lowest of the compared OMol25 structures with the same formula, charge and spin**: 138.26 kJ/mol
**Electronic energy**: -1471.570280 Ha
**SMILES**: CCNP(=O)(Cl)Cl

Each line ends with the natural charge from an NBO analysis.
Cartesian coordinates (Å):
C -0.948 -1.139 -0.663  -0.637
C -1.113 0.059 0.147  -0.262
N -0.049 0.290 1.102  -0.787
P 1.596 1.216 0.184  1.758
O 1.305 2.168 -0.880  -1.026
Cl 2.449 1.979 1.768  -0.197
Cl 2.676 -0.374 -0.408  -0.249
H 0.029 -1.259 -1.191  0.210
H -1.094 -1.984 -0.126  0.203
H -1.634 -1.162 -1.569  0.224
H -1.375 0.957 -0.368  0.215
H -2.106 -0.045 0.739  0.193
H 0.264 -0.706 1.267  0.355

Forces on atoms 1 to 2 (eV/Å):
0.5 0.8 -5.0
-2.4 1.2 1.7

What is the electronic energy in the first record?
-171.263192 Ha

Look up the electronic energy of the first one.
-171.263192 Ha